One molecule with the formula C5H6O. Source: the Open Molecules 2025 dataset; level of theory: ωB97M-V/def2-TZVPD.

```
12
Properties=species:S:1:pos:R:3:forces:R:3:nbo_charge:R:1
C 1.5705 0.7978 -0.9743 -0.09 0.06 -0.12 -0.680
C 0.8488 0.8994 0.3167 0.41 -0.01 -0.05 0.008
C -0.2754 0.2073 0.6703 -0.51 -0.44 -0.04 -0.405
C -1.3809 -0.2766 -0.0182 0.87 0.12 0.21 0.098
C -2.1818 -1.4221 0.2780 -0.14 -0.25 -0.38 0.253
O -2.2444 -2.4249 -0.4208 0.15 0.38 0.40 -0.556
H 2.1766 -0.1200 -0.9284 -0.11 0.14 -0.09 0.248
H 0.8797 0.6784 -1.8143 0.04 0.04 0.03 0.240
H 2.2709 1.6209 -1.1357 -0.22 -0.02 -0.02 0.228
H 1.3756 1.3815 1.1404 0.09 -0.25 -0.12 0.196
H -0.1770 -0.0452 1.7309 -0.63 0.14 0.25 0.245
H -2.8627 -1.2965 1.1554 0.14 0.07 -0.07 0.125
```
Positions in Å, forces in eV/Å.

Output
HOMO level (spin up / spin down)	-0.3085 / -0.3247	Eh
frontier orbital gap (spin up / spin down)	7.146 / 7.461	eV



One molecule with the formula C5H6O. Source: the Open Molecules 2025 dataset; level of theory: ωB97M-V/def2-TZVPD.

```
12
Properties=species:S:1:pos:R:3:forces:R:3:nbo_charge:R:1
C 1.7758 -1.0924 -1.1650 -0.50 -0.01 -0.04 -0.388
C 0.5740 -1.1118 -1.1762 0.44 0.04 -0.04 0.316
O -0.7373 -1.1166 -1.1243 0.31 0.05 -0.14 -0.489
C -1.2192 -0.8358 0.1639 0.00 0.14 0.40 0.105
C -0.7926 0.1903 0.8866 -0.16 -0.09 -0.09 -0.224
C 0.0206 1.3473 0.3849 0.01 0.04 -0.03 -0.653
H 2.8392 -1.0436 -1.1325 -0.14 -0.07 -0.10 0.243
H -1.9789 -1.5474 0.4657 0.24 -0.02 0.05 0.198
H -1.1196 0.2158 1.9217 -0.21 0.09 -0.15 0.215
H 1.0510 1.3591 0.7559 -0.15 -0.09 0.00 0.229
H 0.0566 1.3701 -0.7069 0.02 -0.02 0.18 0.226
H -0.4698 2.2650 0.7260 0.13 -0.05 -0.03 0.222
```
Positions in Å, forces in eV/Å.

Output
HOMO level	-0.3373	Eh
frontier orbital gap	10.173	eV
SMILES	C#CO/C=C\C



One molecule with the formula C5H6O. Source: the Open Molecules 2025 dataset; level of theory: ωB97M-V/def2-TZVPD.

```
12
Properties=species:S:1:pos:R:3:forces:R:3:nbo_charge:R:1
C 1.3271 -1.3925 -1.7291 -0.01 0.04 0.12 -0.484
C 1.1277 -0.7744 -0.5997 -0.03 0.02 -0.02 0.144
C 0.8019 -0.1202 0.4830 0.08 -0.16 -0.20 -0.412
C -0.6599 -0.0606 0.8458 -0.24 -0.22 0.02 0.579
C -1.2886 1.3149 0.8185 -0.09 0.05 0.01 -0.719
O -1.3026 -1.0575 1.0833 0.25 0.38 -0.10 -0.516
H 1.2647 -0.8533 -2.6711 0.03 -0.07 0.14 0.228
H 1.5400 -2.4562 -1.7598 0.04 0.12 0.03 0.232
H 1.5298 0.4425 1.0652 -0.12 -0.05 -0.12 0.243
H -2.3608 1.2034 0.6443 0.13 0.05 0.08 0.241
H -0.8388 1.9367 0.0387 -0.06 -0.09 0.14 0.226
H -1.1405 1.8172 1.7808 0.03 -0.07 -0.08 0.239
```
Positions in Å, forces in eV/Å.

Output
HOMO level	-0.3515	Eh
frontier orbital gap	10.472	eV
SMILES	C=C=CC(C)=O



One molecule with the formula C5H6O. Source: the Open Molecules 2025 dataset; level of theory: ωB97M-V/def2-TZVPD.

```
12
Properties=species:S:1:pos:R:3:forces:R:3:nbo_charge:R:1
C -2.0873 0.0567 -0.1025 -2.12 -0.18 0.11 -0.414
C -0.7931 0.0949 0.0488 0.79 -0.64 0.08 -0.056
C 0.1341 1.2008 0.0848 0.68 0.35 0.03 -0.353
C 1.3500 0.6749 -0.0054 -0.80 -1.15 -0.32 0.184
O 1.4119 -0.6630 -0.2056 -1.17 -1.13 0.73 -0.488
C 0.0710 -1.1251 0.1601 -0.71 -2.41 -0.78 -0.105
H -2.6444 0.9651 -0.0860 -0.31 0.65 -0.16 0.195
H -2.7318 -0.8319 -0.1595 0.76 0.16 0.04 0.201
H -0.0032 2.2578 0.0411 -0.52 0.36 0.30 0.233
H 2.3105 1.0361 0.0701 1.76 1.48 -0.13 0.195
H -0.3883 -1.9749 -0.5537 1.63 1.79 1.46 0.207
H 0.1141 -1.5613 1.2172 0.01 0.71 -1.34 0.201
```
Positions in Å, forces in eV/Å.

Output
HOMO level	-0.3011	Eh
frontier orbital gap	9.225	eV
SMILES	C=C1C=COC1